62
Properties=species:S:1:pos:R:3:forces:R:3:mulliken_charge:R:1 method="wB97M-V/def2-TZVPD" total_charge=+1 multiplicity=5 gap_ev="6.73 / 6.66" homo_ha="-0.357 / -0.361" total_energy_ev=-135927.360
Cr 0.8003 -0.6559 -0.0038 0.4 0.2 -0.2 0.224
O 1.7313 1.5622 5.5098 0.0 -0.1 0.1 -0.624
C 2.3238 0.5534 4.7743 -0.3 -0.2 -0.1 0.099
C 3.7069 0.6637 4.6715 0.2 0.0 -0.1 -0.578
C 4.6230 -0.1879 4.0912 -0.1 0.2 0.1 -0.490
C 4.3054 -1.2426 3.2364 0.0 0.0 -0.1 -0.499
C 3.0780 -1.5486 2.7055 0.1 -0.1 0.0 -0.869
C 1.7943 -0.9855 2.9718 -0.1 0.3 0.1 -0.222
C -0.4298 -0.2750 2.0682 -0.1 0.0 -0.1 -0.630
O -0.3963 0.7090 1.1637 0.0 -0.2 0.2 -0.689
N -1.3580 -1.4008 1.6223 0.0 0.0 0.0 -0.232
N -0.9834 -1.6771 0.3272 0.1 0.1 0.0 0.247
C -1.7389 -2.2513 -0.5173 0.1 0.0 -0.5 -0.268
C -1.3064 -2.3901 -1.9186 -0.4 0.0 0.6 0.255
Br 0.0487 -1.1467 -2.4493 0.1 0.0 -0.1 -0.147
C -1.8236 -3.1741 -2.8621 -0.3 -0.2 -0.1 -0.809
C -2.8493 -4.2215 -2.7057 0.2 0.2 0.0 0.735
C -3.6237 -4.5315 -3.8232 -0.1 0.0 -0.1 -0.530
C -4.6202 -5.4907 -3.7501 0.0 0.0 0.0 -0.575
C -4.8381 -6.1691 -2.5596 0.0 0.0 0.0 -0.432
C -4.0482 -5.8957 -1.4511 0.0 0.0 0.0 -0.587
C -3.0552 -4.9319 -1.5225 0.0 -0.1 0.1 -0.454
H 0.8130 1.6731 5.2396 0.0 0.0 0.0 0.433
H 4.0966 1.5161 5.2188 0.0 0.0 0.0 0.448
H 5.6675 0.0010 4.2957 0.0 0.0 0.0 0.388
H 5.1337 -1.8409 2.8742 0.0 0.0 0.0 0.418
H 3.0497 -2.3075 1.9298 0.0 -0.1 0.1 0.649
H -0.7614 0.0094 3.0749 0.0 0.0 0.1 0.601
H -2.3265 -1.0956 1.6545 0.0 0.0 0.0 0.360
H -2.7409 -2.5829 -0.2542 0.0 0.0 0.0 0.716
H -1.4846 -3.0166 -3.8803 0.1 -0.1 0.0 0.375
H -3.4539 -4.0006 -4.7523 0.0 0.0 0.0 0.353
H -5.2213 -5.7124 -4.6214 0.0 0.0 0.0 0.389
H -5.6083 -6.9267 -2.5015 0.0 0.0 0.0 0.391
H -4.1963 -6.4469 -0.5322 0.0 0.0 0.0 0.392
H -2.4137 -4.7794 -0.6648 0.0 0.0 0.0 0.616
C 1.5233 3.1256 0.1074 0.0 0.0 0.0 -1.452
C 2.1417 1.9727 -0.6239 -0.1 -0.1 0.1 0.970
C 2.2192 1.9256 -2.0068 0.0 0.0 -0.1 -0.535
C 2.7945 0.8373 -2.6686 0.0 0.1 0.0 -0.711
C 3.2768 -0.2415 -1.9544 -0.1 0.0 0.1 -0.710
C 3.1939 -0.2271 -0.5556 0.2 0.0 -0.1 -0.143
C 2.6540 0.8796 0.1008 0.0 0.1 0.0 -0.359
H 0.6158 2.7864 0.6111 0.0 0.0 0.0 0.261
H 1.2777 3.9413 -0.5700 0.0 0.0 0.0 0.414
H 2.2042 3.5051 0.8710 0.0 0.0 0.0 0.341
H 1.8400 2.7606 -2.5835 0.0 0.0 0.0 0.385
H 2.8650 0.8455 -3.7490 0.0 0.0 0.0 0.419
H 3.7198 -1.0877 -2.4623 0.0 0.0 0.0 0.455
H 3.6499 -1.0223 0.0211 0.0 0.0 0.0 0.429
H 2.6873 0.9358 1.1828 0.0 0.0 0.0 0.594
C 0.3600 -0.8105 6.5055 0.1 -0.1 -0.1 -1.104
N 0.4992 -1.0248 5.0610 -0.4 0.0 0.1 0.143
C -0.2684 -2.1871 4.6137 0.1 0.1 0.1 -1.110
C 1.5285 -0.5414 4.3556 0.3 0.1 0.0 0.660
N 0.9072 -0.9245 2.0213 -0.2 -0.2 0.0 0.419
H -0.6816 -0.5900 6.7372 0.0 0.0 0.0 0.335
H 0.9890 -0.0041 6.8546 0.0 0.0 0.0 0.436
H 0.6401 -1.7323 7.0196 0.0 0.0 0.0 0.318
H -1.3125 -2.0553 4.8956 0.0 0.0 0.0 0.353
H 0.1219 -3.0745 5.1183 0.0 0.0 0.0 0.361
H -0.2084 -2.3248 3.5422 0.0 0.0 0.0 0.381

12
Properties=species:S:1:pos:R:3:forces:R:3:mulliken_charge:R:1 method="wB97M-V/def2-TZVPD" gap_ev="8.38 / 8.38" homo_ha="-0.295 / -0.295" total_energy_ev=-8230.392
C -0.6523 -0.8145 0.2520 0.1 -0.6 0.5 -0.167
C 1.2216 0.7307 -0.6377 -1.7 2.0 -1.4 -0.763
C -1.1089 -0.3776 1.6063 1.2 1.4 -0.5 -0.642
N 0.2204 -0.3202 -0.5623 -0.3 0.2 1.0 0.265
N -0.0973 -1.0282 -1.7565 -0.1 -1.1 -2.2 0.022
O -0.2000 -0.3427 -2.7258 0.2 0.1 0.5 -0.381
H 0.8365 1.5821 -0.0808 0.1 0.1 0.1 0.308
H 1.3844 1.0955 -1.6992 -0.4 -0.7 1.2 0.266
H 2.1271 0.4411 -0.2332 1.8 -0.9 0.9 0.308
H -2.1655 -0.6114 1.5445 -0.3 0.6 0.4 0.275
H -0.7317 -1.0441 2.3884 0.2 -0.1 -0.3 0.270
H -0.8345 0.6893 1.9044 -0.7 -1.1 -0.2 0.242

67
Properties=species:S:1:pos:R:3:forces:R:3:mulliken_charge:R:1 method="wB97M-V/def2-TZVPD" total_charge=-1 multiplicity=4 gap_ev="3.45 / 7.50" homo_ha="-0.044 / -0.193" total_energy_ev=-92165.670
Ti 0.2390 -0.7514 -0.1789 -1.6 0.4 0.5 0.927
N -2.6341 -2.5278 -0.1533 -0.8 -2.1 -1.2 0.722
O -2.6643 -3.6590 0.2831 0.2 -1.1 1.4 -0.651
O -1.6228 -2.0451 -0.6148 6.2 1.8 -1.0 -0.244
O -3.6125 -1.9052 -0.4139 -4.8 2.2 0.5 -0.650
N 1.2489 -3.5143 1.4422 -1.7 -3.2 -0.8 0.956
O 0.4009 -4.2474 0.9473 -1.0 0.6 -1.3 -0.586
O 1.8220 -3.9660 2.4066 2.1 1.1 2.2 -0.649
O 1.5429 -2.4212 0.9066 0.3 2.5 -0.6 -0.622
C 0.8761 3.8019 4.1449 -0.2 0.4 -0.9 -1.590
C 0.6772 2.8367 2.9896 -2.0 0.2 0.1 0.437
O 1.8381 2.8391 2.2480 2.0 0.3 1.0 -0.360
C 2.0630 1.8870 1.3961 0.0 1.0 0.2 0.733
O 1.3883 0.9520 1.1605 -2.5 -3.0 -0.3 0.024
O 3.1634 2.1565 0.8260 3.7 -0.2 -2.7 -0.452
C 3.6948 1.2190 -0.1750 1.0 0.6 0.3 -0.638
H 1.2737 4.7636 3.8204 0.1 0.0 -0.2 0.382
H 1.6336 3.3415 4.7792 -0.3 0.1 0.4 0.336
H -0.0784 4.0296 4.6193 0.2 -0.4 0.4 0.409
H -0.0244 3.0116 2.1740 -1.2 0.8 0.8 0.239
H 0.3472 1.8959 3.4302 0.7 -0.5 -0.2 -0.118
H 3.7806 1.6850 -1.1566 -1.0 0.2 0.0 0.281
H 3.2401 0.2284 -0.1897 -0.3 0.4 0.1 0.214
H 4.7552 1.1062 0.0508 -0.1 -0.2 0.6 0.328
C 0.2061 -1.4340 5.7640 -0.1 -0.2 0.3 -1.411
C 0.2115 -1.0798 4.2636 0.4 0.7 0.2 0.450
O -0.9391 -0.2146 4.1386 -2.1 0.3 -2.5 -0.348
C -1.5336 0.0857 2.9073 1.3 -1.1 -1.0 0.485
O -1.1943 -0.3621 1.7935 -0.9 1.2 2.9 -0.034
O -2.5060 0.9718 3.1801 0.0 -0.2 -0.2 -0.333
C -3.5181 1.4449 2.2296 0.4 -0.6 -0.5 -0.690
H 0.8827 -2.2199 6.0997 1.0 0.6 -0.4 0.408
H -0.6677 -1.8694 6.2490 -1.0 0.0 -1.2 0.343
H 0.2489 -0.5051 6.3327 0.8 0.0 0.0 0.299
H 0.3859 -1.8527 3.5151 -1.1 -0.5 0.2 0.016
H 1.0067 -0.3940 3.9714 0.7 -0.1 0.7 0.093
H -3.9952 0.6410 1.6690 0.2 -0.4 0.3 0.333
H -3.1232 2.1051 1.4574 0.5 0.1 0.4 0.233
H -4.2899 1.9554 2.8056 0.4 -0.1 0.2 0.313
C -3.3386 0.7628 -2.6372 -0.6 0.4 0.2 -0.974
C -3.4514 1.9569 -1.6884 3.3 -1.2 0.5 0.213
O -2.1960 2.8037 -1.6783 -1.8 0.4 -0.5 -0.418
C -0.9127 2.3515 -1.3599 -0.7 6.5 -1.3 0.107
O -0.6075 1.2572 -1.0263 2.0 -7.4 2.2 -0.038
C 0.2119 3.4653 -1.5771 -4.0 -4.0 0.2 0.735
F 1.1323 2.8996 -2.3636 2.1 -0.2 0.5 -0.277
F -0.2336 4.4514 -2.2673 -0.8 2.9 -0.8 -0.292
F 0.6908 3.9172 -0.3949 1.1 0.1 -0.2 -0.273
H -2.6098 -0.0144 -2.4072 0.4 0.6 0.3 0.041
H -3.2144 1.1426 -3.6513 -0.1 -0.3 -0.2 0.293
H -4.2752 0.2279 -2.4796 -0.3 0.0 -0.6 0.473
H -3.5278 1.5125 -0.6960 -0.3 0.3 0.2 -0.249
H -4.3243 2.5609 -1.9357 0.5 0.4 0.1 0.330
C 3.0081 -4.4541 -5.2395 -1.1 0.3 -0.8 -1.159
C 2.2388 -3.7163 -4.1575 1.1 0.6 2.0 -0.174
O 1.6107 -2.5481 -4.6887 -1.8 0.9 -0.8 -0.259
C 0.9305 -1.6274 -3.9742 2.0 0.1 2.4 0.266
O 1.1421 -1.2781 -2.7993 -0.9 -1.4 -3.1 -0.707
C 0.0088 -0.8085 -4.9177 0.1 1.5 1.4 0.902
F 0.7528 0.1812 -5.4260 1.0 -0.2 -1.1 -0.275
F -0.6372 -1.4472 -5.8487 0.2 -1.2 -1.2 -0.262
F -0.8972 -0.1615 -4.2313 -1.0 0.1 1.4 -0.166
H 3.2050 -5.5092 -5.0499 0.3 0.3 0.6 0.354
H 3.8927 -3.8797 -5.5146 0.2 -0.3 0.2 0.308
H 2.4063 -4.4897 -6.1477 -0.2 0.1 -0.1 0.305
H 2.9553 -3.3170 -3.4397 0.2 -0.2 0.2 0.211
H 1.5168 -4.2283 -3.5213 -0.1 -0.5 -0.6 0.402

13
Properties=species:S:1:pos:R:3:forces:R:3:mulliken_charge:R:1 method="wB97M-V/def2-TZVPD" gap_ev="4.72 / 4.20" homo_ha="-0.249 / -0.260" total_energy_ev=-27851.002
C 1.1842 -0.4030 0.8762 -0.5 -1.0 0.3 -0.813
C 0.2189 0.6989 0.2684 0.0 0.9 0.6 0.554
C -0.5572 0.1662 -0.9391 1.7 0.9 0.4 -1.575
N 0.8399 1.8674 0.0490 1.2 0.7 -0.3 -0.567
N 3.5245 0.1024 0.3593 -1.7 0.0 0.0 -0.101
S 4.9125 0.2675 -0.2383 2.9 0.8 -0.8 -0.100
S 2.4362 -0.9130 -0.2797 -1.5 -0.4 1.4 0.150
H 1.6599 -0.0842 1.7903 0.6 0.8 -0.2 0.385
H 0.5024 -1.1164 1.3253 -0.1 -1.0 -0.9 0.480
H -0.3311 0.9873 1.2300 -0.5 -0.7 -1.0 0.247
H -1.0192 0.8943 -1.4968 -1.6 2.5 -0.4 0.476
H -1.2481 -0.5340 -0.7231 -2.4 -2.4 1.2 0.448
H -0.0390 -0.2080 -1.7817 1.9 -0.9 -0.2 0.415

20
Properties=species:S:1:pos:R:3:forces:R:3:mulliken_charge:R:1 method="wB97M-V/def2-TZVPD" total_charge=+1 gap_ev=9.80 homo_ha=-0.524 total_energy_ev=-11879.631
C -1.8866 1.7191 1.0356 0.1 -0.5 0.0 -0.463
C -0.5644 1.4029 1.0940 2.5 -0.6 0.0 0.100
C -0.6822 -1.5073 -1.5821 2.9 2.3 3.7 -0.515
C -1.7637 -0.9478 -1.0969 1.3 -2.1 -2.4 0.166
C 0.7556 -0.4844 -0.1635 -1.2 1.1 -2.0 0.552
C 1.3073 -1.1442 1.0783 1.5 0.1 -3.2 -1.499
C 1.7184 0.4907 -0.8336 1.0 -0.7 -3.8 -1.314
N -2.4918 0.8438 0.1836 -2.4 3.2 1.8 -1.311
N -1.5908 0.1372 -0.2709 1.5 -1.6 0.0 0.983
N -0.3813 0.3796 0.2197 -0.3 0.2 0.7 0.260
H -2.2931 2.4925 1.6381 -1.1 0.3 -0.1 0.440
H 0.3192 1.7639 1.6818 -1.3 -0.2 -0.7 0.377
H -0.2809 -2.2178 -2.2520 -0.1 -0.7 -0.4 0.421
H -2.6974 -1.3333 -1.4218 -1.2 0.6 0.2 0.455
H 2.0074 -1.8864 0.7478 0.5 -0.5 -0.1 0.399
H 0.5704 -1.6281 1.5604 -2.5 -1.6 2.1 0.483
H 1.8679 -0.4703 1.6769 0.2 0.9 0.6 0.374
H 2.6086 0.1283 -1.4558 -1.2 -0.6 1.3 0.342
H 2.1953 1.1611 -0.1763 0.2 0.8 1.4 0.376
H 1.2822 1.1006 -1.6634 -0.4 -0.4 1.0 0.376

12
Properties=species:S:1:pos:R:3:forces:R:3:mulliken_charge:R:1 method="wB97M-V/def2-TZVPD" gap_ev=9.73 homo_ha=-0.336 total_energy_ev=-8335.501
O -1.8797 1.0176 0.9871 0.1 -0.3 -0.6 -0.469
C -1.7997 0.5018 -0.1046 0.1 0.2 0.4 0.045
C -0.5048 0.0337 -0.7291 0.1 0.0 0.1 -0.615
C 0.6778 0.2109 0.2000 -0.2 0.0 0.1 0.151
C 1.0176 -0.8615 1.1656 -0.3 0.3 0.3 -0.580
O 1.9299 -0.3187 -0.3196 0.0 -0.2 0.0 -0.402
H -2.7055 0.3435 -0.7289 0.1 0.0 0.1 0.338
H -0.3624 0.5802 -1.6738 0.0 -0.1 0.2 0.312
H -0.6186 -1.0275 -0.9933 0.0 0.1 0.1 0.247
H 0.8586 1.2524 0.4740 0.0 -0.2 0.0 0.397
H 1.6218 -0.4264 1.9758 -0.1 0.0 -0.1 0.154
H 1.7650 -1.3063 -0.2533 0.3 0.0 -0.4 0.422

53
Properties=species:S:1:pos:R:3:forces:R:3:mulliken_charge:R:1 method="wB97M-V/def2-TZVPD" total_charge=+2 multiplicity=4 gap_ev="7.20 / 6.78" homo_ha="-0.560 / -0.559" total_energy_ev=-172010.405
Cr -1.0375 0.0325 0.1736 -0.3 0.1 0.2 -0.223
C 3.5828 -0.6193 -2.9695 0.0 0.0 0.0 -0.459
C 4.0018 -0.9884 -1.6941 0.0 0.0 0.0 -0.846
C 3.1680 -0.8126 -0.6083 0.1 0.0 -0.2 -0.369
C 1.8994 -0.2665 -0.8250 0.0 0.0 0.1 0.228
C 1.4625 0.0931 -2.1004 0.1 0.0 0.0 0.147
C 2.3198 -0.0763 -3.1728 0.0 0.0 0.0 -1.094
N 1.0189 -0.0733 0.2682 -0.3 0.0 0.1 2.192
N 1.5192 -0.0193 1.4097 0.1 0.0 -0.1 -0.908
C 0.6078 0.1069 2.4662 0.0 0.0 0.1 0.249
C 1.0851 0.0683 3.7593 -0.1 0.0 0.0 -0.586
C 0.1592 0.1543 4.7953 0.0 0.0 0.0 -0.421
C -1.1868 0.2741 4.4929 0.0 0.0 0.0 -0.823
C -1.5830 0.3122 3.1648 0.0 0.0 -0.1 -0.266
N -0.7005 0.2390 2.1664 0.0 0.1 0.0 0.327
H 4.2450 -0.7668 -3.8120 0.0 0.0 0.0 0.455
H 4.9800 -1.4267 -1.5537 0.0 0.0 0.0 0.433
H 3.4765 -1.1154 0.3810 0.0 0.0 0.0 0.504
H 0.4753 0.5013 -2.2648 0.0 0.0 0.0 0.320
H 1.9987 0.2026 -4.1665 0.0 0.0 0.0 0.455
H 2.1452 -0.0387 3.9376 0.0 0.0 0.0 0.574
H 0.4902 0.1207 5.8244 0.0 0.0 0.0 0.457
H -1.9353 0.3336 5.2699 0.0 0.0 0.0 0.466
H -2.6251 0.3985 2.8875 0.0 0.0 0.0 0.473
C 0.8361 5.1503 -1.1652 0.0 0.0 0.0 -1.435
C -0.3042 4.2208 -0.8786 0.0 0.0 0.0 0.271
C -1.6360 4.6305 -0.9337 0.0 0.0 0.0 -0.324
C -2.6725 3.7424 -0.6723 0.0 0.0 0.0 -0.816
C -2.3172 2.4540 -0.3625 0.0 0.0 0.0 0.590
Br -3.5715 1.0803 0.0521 0.2 0.0 0.0 -0.056
N -1.0578 2.0220 -0.3059 0.1 0.0 0.0 0.396
C -0.0656 2.8919 -0.5562 0.0 0.1 0.0 -0.450
H 0.4950 6.1811 -1.2222 0.0 0.0 0.0 0.403
H 1.3026 4.8958 -2.1180 0.0 0.0 0.0 0.331
H 1.5984 5.0849 -0.3894 0.0 0.0 0.0 0.378
H -1.8716 5.6578 -1.1821 0.0 0.0 0.0 0.442
H -3.7088 4.0462 -0.7077 0.0 0.0 0.0 0.519
H 0.9428 2.5017 -0.5006 0.0 0.0 0.0 0.586
F -3.2478 -3.8609 -2.1302 0.0 0.1 0.0 -0.152
C -3.3514 -2.7835 -1.3993 -0.1 0.1 -0.1 0.745
F -4.0214 -3.0066 -0.2923 0.0 0.0 0.0 -0.160
F -3.9159 -1.8015 -2.0839 0.0 0.0 0.0 -0.156
S -1.5988 -2.2152 -0.9402 0.0 -0.1 0.2 1.121
O -1.6912 -1.8000 0.5206 0.3 -0.1 -0.3 -0.481
O -1.3643 -0.8876 -1.5987 0.0 0.0 0.0 -0.589
N -0.5600 -3.2152 -1.3290 0.0 0.0 0.1 -0.455
S -0.4260 -4.6764 -0.5449 0.3 0.3 -0.3 1.128
O 0.2319 -5.5453 -1.4388 0.1 -0.2 0.1 -0.593
O -1.6446 -4.9734 0.1205 -0.3 -0.1 0.1 -0.555
C 0.7955 -4.2056 0.8132 0.0 0.0 0.0 0.657
F 1.2196 -2.9396 0.6488 0.1 0.1 0.0 -0.204
F 1.8350 -5.0025 0.7777 0.1 -0.1 -0.1 -0.203
F 0.2024 -4.2803 1.9894 -0.1 0.0 0.1 -0.223